{
  "formula": "C5H11N3O",
  "method": "ωB97M-V with the def2-TZVPD basis set",
  "species": ["C", "C", "C", "N", "N", "C", "C", "N", "O", "H", "H", "H", "H", "H", "H", "H", "H", "H", "H", "H"],
  "positions_angstrom": [[2.519052, -0.631333, -0.870291], [-1.378243, -0.133590, 1.871293], [-1.272150, 0.339802, -1.894324], [1.158912, -0.403196, -0.446134], [-0.813552, 0.375000, 0.603193], [0.897973, 0.305029, 0.593261], [-1.193500, -0.458081, -0.622912], [1.562777, 0.875700, 1.519511], [-1.636642, -1.555324, -0.448939], [-1.093783, 1.346448, 0.470112], [1.019034, 1.238527, 2.292873], [2.971225, 0.285791, -1.267831], [3.165318, -0.979532, -0.055992], [2.529715, -1.398159, -1.646576], [-1.001450, -1.142886, 2.008340], [-1.048105, 0.519396, 2.677269], [-2.466085, -0.136976, 1.857707], [-0.596747, 1.192108, -1.893062], [-1.019012, -0.317091, -2.722906], [-2.304737, 0.678365, -2.024591]],
  "atomic_forces_ev_per_a": [[0.2, 0.0, 0.4], [0.2, 0.0, -0.1], [0.2, -0.1, 0.1], [-1.1, 0.3, -0.2], [0.4, -0.4, -0.1], [0.7, -0.5, -0.4], [-0.5, 0.0, 0.4], [-0.6, 0.2, 0.2], [0.4, 0.6, 0.0], [0.2, -0.1, -0.1], [0.1, 0.1, 0.0], [0.0, -0.1, 0.0], [-0.1, 0.1, 0.1], [-0.1, 0.1, 0.0], [-0.1, 0.0, 0.1], [0.1, -0.1, 0.0], [0.0, 0.0, -0.2], [0.0, 0.0, 0.0], [0.0, 0.0, 0.0], [0.0, 0.0, 0.1]],
  "de_lowest_kj_mol": 237.3,
  "fmax_ev_per_a": 1.148,
  "gap_ev": 8.3
}